Here is a structure of composition C41H40N7O6S2SbZn at a distorted geometry from OMol25. Energies are from ωB97M-V with the def2-TZVPD basis set.

E_tot	-5237.19269	Eh
E_HOMO	-7.858	eV
Kohn-Sham gap	0.270	hartree
energy above the lowest of the compared OMol25 structures with the same formula, charge and spin	17.4	kcal per mole

```
! wB97M-V def2-TZVPD RIJCOSX def2/J DEFGRID3
* xyz 0 1
Zn -1.365 0.254 0.542
N 2.230 -0.840 2.892
C 1.421 -0.650 1.831
N 0.537 0.278 1.774
C 0.309 1.100 2.858
N -0.575 2.042 2.765
N -1.292 2.032 1.653
C -1.644 3.078 1.015
C -2.358 2.879 -0.225
C -2.710 3.954 -1.038
C -3.287 3.701 -2.268
C -3.535 2.386 -2.630
C -3.165 1.374 -1.754
N -2.567 1.612 -0.604
C 1.115 0.933 4.052
C 0.980 1.741 5.182
C 1.793 1.539 6.277
C 2.758 0.540 6.258
C 2.919 -0.259 5.143
C 2.098 -0.072 4.035
H 2.883 -1.609 2.891
H 1.551 -1.289 0.969
H -1.334 4.082 1.295
H -2.498 4.958 -0.710
H -3.534 4.515 -2.932
H -3.991 2.148 -3.580
H -3.319 0.336 -2.005
H 0.240 2.525 5.162
H 1.684 2.155 7.155
H 3.385 0.381 7.122
H 3.678 -1.025 5.133
C -5.679 -2.166 1.614
C -5.364 -1.483 2.939
C -3.867 -1.565 3.291
C -3.616 -0.824 4.634
C -2.175 -0.904 5.130
C -3.443 -3.015 3.448
O -4.111 -3.864 3.996
N -2.199 -3.300 2.963
C -1.288 -2.393 2.389
O -0.131 -2.754 2.250
N -1.773 -1.207 2.008
C -3.040 -0.841 2.243
O -3.481 0.148 1.669
H -6.739 -2.076 1.392
H -5.428 -3.223 1.659
H -5.112 -1.699 0.811
H -5.932 -1.949 3.746
H -5.633 -0.428 2.877
H -4.289 -1.259 5.378
H -3.889 0.224 4.481
H -1.888 -1.938 5.321
H -2.079 -0.346 6.060
H -1.489 -0.480 4.398
H -1.856 -4.242 3.116
C -0.886 -3.285 -2.100
S -0.636 -1.527 -1.753
O -0.885 -0.780 -2.967
O 0.759 -1.428 -1.314
O -1.596 -1.208 -0.702
H -0.481 -3.503 -3.079
H -1.942 -3.516 -2.060
H -0.351 -3.822 -1.327
S 0.364 1.688 -1.068
Sb 1.597 0.512 -2.598
C 2.380 2.296 -3.499
C 1.514 3.233 -4.043
C 1.986 4.457 -4.485
C 3.331 4.763 -4.360
C 4.199 3.838 -3.804
C 3.721 2.609 -3.380
C 1.344 -0.702 -4.380
C 1.016 -0.081 -5.574
C 0.842 -0.839 -6.722
C 1.003 -2.212 -6.679
C 1.337 -2.829 -5.484
C 1.498 -2.076 -4.333
C 3.389 -0.309 -1.717
C 4.089 -1.377 -2.256
C 5.169 -1.915 -1.572
C 5.572 -1.367 -0.367
C 4.902 -0.272 0.152
C 3.806 0.246 -0.516
H 0.457 3.003 -4.100
H 1.303 5.180 -4.913
H 3.699 5.725 -4.691
H 5.246 4.085 -3.688
H 4.399 1.892 -2.941
H 0.903 0.996 -5.607
H 0.584 -0.360 -7.655
H 0.861 -2.805 -7.572
H 1.473 -3.902 -5.454
H 1.722 -2.550 -3.388
H 3.804 -1.788 -3.215
H 5.695 -2.767 -1.980
H 6.412 -1.793 0.162
H 5.236 0.172 1.079
H 3.266 1.099 -0.121
*
```

Results of the Mulliken charge analysis, in e, for atoms 1 through 5: 2.437, 0.457, -2.091, 0.487, 0.108


Here is a cluster of 2 separate species, C3H8NS in total from OMol25. Energies are from ωB97M-V with the def2-TZVPD basis set.

E_tot	-572.02917	Eh
E_HOMO	-2.123	eV
Kohn-Sham gap	0.224	hartree
energy above the lowest of the compared OMol25 structures with the same formula, charge and spin	30.8	kcal per mole

```
! wB97M-V def2-TZVPD RIJCOSX def2/J DEFGRID3
* xyz -1 1
C 0.194 -1.411 1.994
S 1.535 -1.023 0.797
H -0.194 -0.488 2.424
H -0.638 -1.871 1.450
H 0.497 -2.083 2.798
C -1.320 1.629 -0.291
C -1.002 0.593 -2.326
N -0.896 1.655 -1.672
H -0.425 1.556 0.333
H -1.947 0.756 -0.065
H -1.852 2.538 -0.011
H -0.685 0.541 -3.369
H -1.365 -0.359 -1.922
*
```

Results of the natural (NBO) charge analysis, in e, for atoms 1 through 5: -0.739, -0.749, 0.166, 0.167, 0.169


Here is an isolated molecule of C20H24N2O6S at a distorted geometry from OMol25. Energies are from ωB97M-V with the def2-TZVPD basis set.

E_tot	-1735.68731	Eh
E_HOMO	-8.171	eV
Kohn-Sham gap	0.315	hartree
SMILES	CCOC(=O)c1ccccc1NC(=O)CN(c1ccc(OCC)cc1)S(C)(=O)=O
energy above the lowest of the compared OMol25 structures with the same formula, charge and spin	15.0	kcal per mole

```
! wB97M-V def2-TZVPD RIJCOSX def2/J DEFGRID3
* xyz 0 1
C -0.617 -2.548 -3.742
C -0.366 -1.232 -3.020
O 0.708 -1.365 -2.087
C 0.392 -1.611 -0.815
O -0.753 -1.675 -0.414
C 1.586 -1.782 0.039
C 2.810 -2.101 -0.548
C 3.941 -2.279 0.221
C 3.860 -2.138 1.599
C 2.659 -1.822 2.203
C 1.507 -1.639 1.439
N 0.297 -1.278 2.021
C 0.141 -0.535 3.146
O 1.000 -0.320 3.972
C -1.258 0.061 3.317
N -2.020 0.212 2.102
C -1.481 0.927 1.018
C -2.155 0.963 -0.204
C -1.576 1.553 -1.306
C -0.297 2.107 -1.242
O 0.195 2.606 -2.412
C 1.562 2.959 -2.495
C 2.486 1.744 -2.497
C 0.352 2.122 -0.015
C -0.241 1.554 1.101
S -3.690 0.113 2.299
C -4.197 1.849 2.431
O -3.920 -0.530 3.556
O -4.311 -0.453 1.144
H -1.398 -2.413 -4.483
H 0.290 -2.888 -4.239
H -0.934 -3.308 -3.031
H -1.263 -0.911 -2.482
H -0.053 -0.451 -3.717
H 2.855 -2.210 -1.620
H 4.881 -2.529 -0.247
H 4.739 -2.281 2.209
H 2.600 -1.704 3.272
H -0.505 -1.360 1.393
H -1.839 -0.605 3.960
H -1.132 1.012 3.855
H -3.116 0.488 -0.293
H -2.096 1.573 -2.251
H 1.834 3.653 -1.690
H 1.643 3.491 -3.446
H 2.383 1.172 -1.578
H 2.239 1.091 -3.330
H 3.518 2.069 -2.597
H 1.328 2.566 0.101
H 0.303 1.588 2.031
H -3.850 2.372 1.550
H -3.759 2.253 3.334
H -5.278 1.870 2.489
*
```

Results of the natural (NBO) charge analysis, in e, for atoms 1 through 5: -0.630, -0.081, -0.507, 0.786, -0.626


Here is a structure of composition C5H11NO at a distorted geometry from OMol25. Energies are from ωB97M-V with the def2-TZVPD basis set.

E_tot	-327.01322	Eh
E_HOMO	-8.743	eV
Kohn-Sham gap	0.355	hartree
energy above the lowest of the compared OMol25 structures with the same formula, charge and spin	74.1	kcal per mole

```
! wB97M-V def2-TZVPD RIJCOSX def2/J DEFGRID3
* xyz 0 1
C -1.524 2.062 -1.175
N -1.385 0.686 -0.736
C -0.207 0.319 -0.182
O 0.643 1.184 -0.008
C 0.185 -1.090 0.083
C 2.062 -0.537 -0.041
C 0.172 -1.602 1.515
H -1.891 2.721 -0.380
H -2.201 2.103 -2.029
H -0.535 2.420 -1.474
H -2.189 0.086 -0.698
H -0.428 -1.810 -0.548
H 2.562 0.386 0.372
H 2.299 -0.541 -1.102
H 2.426 -1.363 0.535
H 0.904 -2.419 1.591
H 0.512 -0.794 2.162
H -0.776 -1.996 1.906
*
```

Results of the natural (NBO) charge analysis, in e, for atoms 1 through 5: -0.416, -0.606, 0.636, -0.652, -0.292